Below is C32H43N7O2P2PdSi2 as an isolated structure at a distorted geometry, with properties calculated with ωB97M-V with the def2-TZVPD basis set.

Properties
Relative energy (zero: lowest compared OMol25 entry of this formula, charge and spin) (kcal/mol): 0.00
M (u): 782.3
Charge: +2
2S+1: 1

```
89
Properties=species:S:1:pos:R:3:lowdin_charge:R:1
Pd -1.04 0.60 0.00 0.970
C -2.75 -1.78 3.48 -0.172
Si -1.75 -0.20 3.42 0.363
C -2.88 1.29 3.38 -0.160
C -0.64 -0.12 4.92 -0.162
N -0.75 -0.23 1.97 -0.304
P 0.82 -0.22 1.80 0.732
C 0.70 -0.05 0.03 -0.227
P 0.84 -0.23 -1.75 0.742
N -0.73 -0.27 -1.97 -0.312
Si -1.61 0.20 -3.43 0.358
C -3.17 -0.84 -3.48 -0.170
C -2.02 2.02 -3.38 -0.157
C -0.55 -0.15 -4.93 -0.155
C 1.73 1.22 -2.29 -0.297
C 2.53 1.16 -3.44 -0.077
C 3.13 2.32 -3.91 -0.041
C 2.95 3.52 -3.23 -0.035
C 2.17 3.58 -2.09 -0.046
C 1.56 2.43 -1.61 -0.081
C 1.66 -1.72 -2.29 -0.319
C 0.87 -2.80 -2.68 -0.081
C 1.48 -4.00 -3.02 -0.048
C 2.86 -4.12 -2.94 -0.039
C 3.65 -3.05 -2.53 -0.047
C 3.05 -1.84 -2.20 -0.076
C 1.65 -1.67 2.41 -0.303
C 2.34 -1.66 3.62 -0.081
C 2.91 -2.84 4.08 -0.042
C 2.80 -4.00 3.34 -0.038
C 2.11 -4.01 2.13 -0.052
C 1.53 -2.85 1.67 -0.072
C 1.71 1.26 2.25 -0.312
C 3.10 1.29 2.29 -0.066
C 3.75 2.48 2.55 -0.045
C 3.02 3.64 2.76 -0.034
C 1.63 3.62 2.70 -0.042
C 0.97 2.43 2.43 -0.081
H -2.88 -2.10 4.51 0.043
H -2.25 -2.59 2.95 0.029
H -3.76 -1.66 3.07 0.024
H -3.38 1.37 4.35 0.050
H -3.66 1.19 2.63 0.011
H -2.34 2.22 3.22 0.029
H -1.26 0.08 5.80 0.048
H 0.10 0.67 4.87 0.030
H -0.14 -1.07 5.10 0.033
H -3.95 -0.46 -2.82 0.014
H -2.97 -1.88 -3.24 0.028
H -3.58 -0.82 -4.50 0.045
H -2.81 2.26 -2.67 0.014
H -2.37 2.33 -4.37 0.049
H -1.14 2.62 -3.14 0.031
H 0.06 -1.05 -4.84 0.025
H 0.10 0.69 -5.15 0.034
H -1.20 -0.29 -5.80 0.046
H 2.67 0.23 -3.97 0.112
H 3.74 2.28 -4.80 0.121
H 3.43 4.42 -3.60 0.121
H 2.04 4.51 -1.56 0.119
H 0.94 2.49 -0.72 0.081
H -0.20 -2.70 -2.72 0.098
H 0.88 -4.84 -3.34 0.118
H 3.34 -5.06 -3.21 0.120
H 4.72 -3.15 -2.48 0.119
H 3.66 -1.00 -1.89 0.116
H 2.43 -0.75 4.20 0.113
H 3.45 -2.84 5.02 0.121
H 3.25 -4.92 3.70 0.120
H 2.03 -4.93 1.56 0.116
H 0.99 -2.85 0.72 0.102
H 3.68 0.38 2.13 0.115
H 4.83 2.51 2.60 0.119
H 3.53 4.57 2.96 0.121
H 1.06 4.53 2.86 0.120
H -0.11 2.41 2.38 0.081
N -3.19 -1.36 0.00 0.061
N -4.36 -0.62 -0.02 0.003
C -4.32 0.73 -0.02 -0.395
N -5.49 1.36 -0.01 0.234
N -3.11 1.30 -0.04 0.032
N -2.99 2.66 0.07 -0.425
O -1.82 3.03 0.18 0.006
O -3.94 3.42 0.06 0.094
H -3.07 -1.87 -0.87 0.079
H -3.18 -1.99 0.80 0.079
H -5.25 -1.08 -0.08 0.166
H -6.35 0.85 0.05 0.138
H -5.50 2.37 -0.02 0.106
```